Entry 1:
ORCA calculation (ωB97M-V/def2-TZVPD) on C26H26N4O8P2Pb as an isolated structure.

Gap between HOMO and LUMO (spin up / spin down) (eV): 5.19 / 5.16
2S+1: 1
LUMO energy (spin up / spin down) (eV): -7.6 / -7.6
ΔE to the lowest compared entry with this formula, charge and spin (kcal per mole): 0.0
Total charge: +2
Energy (eV): -73524.673
Highest occupied orbital energy (spin up / spin down) (eV): -12.794 / -12.764

XYZ file:
```
67
C26H26N4O8P2Pb | the Open Molecules 2025 dataset | ωB97M-V/def2-TZVPD
C 3.3813 -3.3038 0.7154
C 3.2434 -2.1914 -0.0998
C 2.2996 -2.2254 -1.1779
C 1.2496 -3.1742 -1.1192
C 1.3228 -4.2109 -0.1873
C 2.4209 -4.3235 0.6684
C 0.0137 -2.9478 -1.9417
C 0.1630 -1.8659 -2.9716
C 1.2876 -1.0082 -2.9083
C 1.2127 0.2578 -3.5723
C 0.2527 0.4591 -4.5522
C -0.7860 -0.4675 -4.7113
C -0.8644 -1.5771 -3.8726
H 4.2155 -3.3502 1.4192
H 0.5091 -4.9370 -0.1379
H 2.5155 -5.1802 1.3339
H -0.3221 -3.8846 -2.4057
H 0.2982 1.3626 -5.1628
H -1.5498 -0.2931 -5.4704
H -1.7352 -2.2373 -3.9095
N 2.3497 -1.2394 -2.1021
Pb -2.1619 -1.4272 0.0580
C 3.9103 -0.8599 0.1685
H 4.2006 -0.3786 -0.7742
H 4.7809 -0.9711 0.8283
C 2.1126 1.3502 -3.0431
H 3.1092 0.9480 -2.8196
H 2.1820 2.1822 -3.7565
P 2.7365 0.2782 1.0133
P 1.4498 2.0434 -1.4719
C -0.2356 2.5726 -1.7576
H -0.4664 3.3965 -1.0653
H -0.3468 2.9300 -2.7921
H -0.9456 1.7540 -1.5694
C 2.5090 3.4108 -1.0137
H 2.2255 4.2836 -1.6205
H 2.3793 3.6582 0.0471
H 3.5634 3.1746 -1.2161
C 1.9729 -0.5837 2.3843
H 2.5946 -1.4297 2.7023
H 1.8680 0.1165 3.2245
H 0.9780 -0.9452 2.0977
C 3.6648 1.6777 1.6298
H 2.9998 2.3156 2.2282
H 4.4684 1.2953 2.2764
H 4.1140 2.2661 0.8210
C 1.3422 0.7437 -0.1371
O 0.2612 0.0876 -0.0500
H -0.8786 -2.6286 -1.2023
O -6.5424 3.3003 3.9966
N -5.8503 2.3620 4.4458
O -5.8323 2.0547 5.6571
C -5.0526 1.5861 3.5232
C -5.0483 1.9240 2.1550
C -4.4315 1.0501 1.2573
C -4.1431 -0.2804 1.7313
O -4.2370 -1.3293 0.9826
C -3.6679 -0.3344 3.0915
C -4.2731 0.5206 4.0130
N -2.4671 -1.0485 3.3547
O -2.0861 -1.2987 4.4940
O -1.7050 -1.3414 2.3282
N -3.8477 1.4635 0.0320
O -2.8785 0.7232 -0.4532
O -4.1485 2.5223 -0.5124
H -5.5105 2.8407 1.7987
H -4.1443 0.3630 5.0805
```

And the Löwdin charges, in e, turn out to be:
1. C -0.036
2. C -0.203
3. C -0.191
4. C -0.135
5. C -0.018
6. C -0.035
7. C -0.113
8. C -0.142
9. C -0.191
10. C -0.200
11. C -0.030
12. C -0.037
13. C -0.025
14. H 0.128
15. H 0.127
16. H 0.121
17. H 0.143
18. H 0.127
19. H 0.122
20. H 0.127
21. N 0.176
22. Pb 1.742
23. C -0.199
24. H 0.098
25. H 0.113
26. C -0.203
27. H 0.098
28. H 0.115
29. P 0.952
30. P 0.950
31. C -0.154
32. H 0.080
33. H 0.080
34. H 0.039
35. C -0.184
36. H 0.081
37. H 0.060
38. H 0.070
39. C -0.143
40. H 0.074
41. H 0.076
42. H 0.043
43. C -0.183
44. H 0.076
45. H 0.082
46. H 0.048
47. C -0.577
48. O -0.252
49. H -0.038
50. O 0.096
51. N -0.311
52. O 0.095
53. C -0.107
54. C 0.148
55. C -0.071
56. C -0.308
57. O -0.126
58. C -0.071
59. C 0.147
60. N -0.226
61. O 0.184
62. O -0.183
63. N -0.223
64. O -0.189
65. O 0.178
66. H 0.154
67. H 0.154

Entry 2:
ORCA calculation (ωB97M-V/def2-TZVPD) on one molecule with the formula C26H26N6O2S.

Gap between HOMO and LUMO (eV): 8.43
SMILES string: COc1ccccc1-c1nnc(SC/C(O)=C(\C#N)c2nc3ccccc3[nH]2)n1C1CCCCC1
2S+1: 1
LUMO energy (eV): 0.3
ΔE to the lowest compared entry with this formula, charge and spin (kcal per mole): 0.0
Total charge: 0
Energy (eV): -51255.599
Highest occupied orbital energy (eV): -8.169

XYZ file:
```
61
C26H26N6O2S | the Open Molecules 2025 dataset | ωB97M-V/def2-TZVPD
C 0.8835 2.1897 4.1082
O 1.5025 1.1978 3.3252
C 2.6527 0.6266 3.7842
C 3.2187 0.8845 5.0264
C 4.4081 0.2760 5.3921
C 5.0544 -0.5857 4.5256
C 4.4963 -0.8520 3.2882
C 3.2937 -0.2701 2.9130
C 2.7499 -0.5563 1.5891
N 3.4033 -0.3768 0.4736
N 2.6182 -0.7553 -0.5403
C 1.4892 -1.1728 -0.0312
S 0.1715 -1.8019 -0.9816
C 0.8032 -1.3605 -2.6486
C 0.0081 -0.2289 -3.1969
O 0.1571 0.9250 -2.5801
C -0.8418 -0.3899 -4.2610
C -1.0077 -1.6224 -4.9130
N -1.1881 -2.6012 -5.4867
C -1.5999 0.7330 -4.7623
N -1.5464 1.9362 -4.2326
C -2.3899 2.7163 -4.9795
C -2.7127 4.0632 -4.8641
C -3.6076 4.5827 -5.7758
C -4.1748 3.7964 -6.7805
C -3.8674 2.4563 -6.9118
C -2.9698 1.9271 -6.0010
N -2.4446 0.6698 -5.8325
N 1.5041 -1.0739 1.3287
C 0.5131 -1.5102 2.2854
C -0.8027 -0.7526 2.1086
C -1.7969 -1.1941 3.1770
C -2.0353 -2.6986 3.0900
C -0.7214 -3.4579 3.2479
C 0.2802 -3.0191 2.1843
H 0.5114 1.7823 5.0543
H 1.5627 3.0229 4.3109
H 0.0420 2.5492 3.5178
H 2.7438 1.5650 5.7153
H 4.8314 0.4900 6.3621
H 5.9876 -1.0464 4.8095
H 4.9863 -1.5139 2.5913
H 0.7290 -2.2485 -3.2729
H 1.8404 -1.0684 -2.4674
H -0.4308 1.6111 -3.0194
H -2.2733 4.6692 -4.0883
H -3.8800 5.6258 -5.7153
H -4.8705 4.2487 -7.4711
H -4.3052 1.8479 -7.6885
H -2.6347 -0.1505 -6.3843
H 0.9262 -1.2856 3.2748
H -1.2117 -0.9661 1.1195
H -0.6117 0.3189 2.1783
H -2.7388 -0.6588 3.0449
H -1.4047 -0.9440 4.1660
H -2.7384 -3.0096 3.8649
H -2.4752 -2.9379 2.1197
H -0.8979 -4.5312 3.1620
H -0.3057 -3.2653 4.2402
H 1.2279 -3.5472 2.3147
H -0.1109 -3.2582 1.1931
```

And the natural (NBO) charges, in e, turn out to be:
1. C -0.253
2. O -0.519
3. C 0.397
4. C -0.327
5. C -0.176
6. C -0.243
7. C -0.140
8. C -0.163
9. C 0.318
10. N -0.266
11. N -0.333
12. C 0.177
13. S 0.264
14. C -0.599
15. C 0.509
16. O -0.640
17. C -0.389
18. C 0.273
19. N -0.333
20. C 0.424
21. N -0.539
22. C 0.098
23. C -0.208
24. C -0.221
25. C -0.216
26. C -0.243
27. C 0.157
28. N -0.542
29. N -0.361
30. C -0.040
31. C -0.407
32. C -0.397
33. C -0.397
34. C -0.397
35. C -0.403
36. H 0.176
37. H 0.184
38. H 0.203
39. H 0.221
40. H 0.216
41. H 0.218
42. H 0.229
43. H 0.253
44. H 0.310
45. H 0.525
46. H 0.224
47. H 0.215
48. H 0.215
49. H 0.216
50. H 0.434
51. H 0.221
52. H 0.211
53. H 0.222
54. H 0.213
55. H 0.192
56. H 0.210
57. H 0.197
58. H 0.214
59. H 0.195
60. H 0.216
61. H 0.208

Entry 3:
ORCA calculation (ωB97M-V/def2-TZVPD) on C26H27AsF5N7O2PRuS2 as an isolated structure.

Gap between HOMO and LUMO (spin up / spin down) (eV): 7.70 / 4.86
2S+1: 5
LUMO energy (spin up / spin down) (eV): -2.7 / -5.6
ΔE to the lowest compared entry with this formula, charge and spin (kcal per mole): 0.0
Total charge: +1
Energy (eV): -149883.032
Highest occupied orbital energy (spin up / spin down) (eV): -10.408 / -10.459

XYZ file:
```
72
C26H27AsF5N7O2PRuS2 | the Open Molecules 2025 dataset | ωB97M-V/def2-TZVPD
Ru 0.1571 1.1692 -1.0801
N -0.5777 -6.9177 1.8489
C -0.0067 -5.7993 1.2462
C 0.1833 -4.6567 2.0039
C 0.4501 -3.4795 1.3597
C 0.5571 -3.4464 0.0099
C 0.4410 -4.5931 -0.7772
C 0.2160 -5.8087 -0.1470
S 1.0854 -2.0129 -0.7476
O 1.3953 -2.3182 -2.0989
O 2.0796 -1.3792 0.0808
N -0.1535 -0.8878 -0.7729
C -1.2602 -0.9350 -1.5796
N -1.8160 -2.0200 -2.1030
C -2.8639 -1.7840 -2.8942
C -3.3941 -0.5258 -3.1808
C -2.7425 0.5301 -2.5868
N -1.6735 0.3280 -1.8258
H -0.5088 -6.8845 2.8840
H -0.4031 -7.8102 1.4364
H 0.0378 -4.7177 3.0814
H 0.6695 -2.6067 1.9425
H 0.5295 -4.5509 -1.8460
H 0.2071 -6.7285 -0.6955
H -3.3468 -2.6696 -3.2983
H -4.2919 -0.4152 -3.7298
H -3.0270 1.5536 -2.7843
C 0.4128 -0.2888 -4.6658
As 1.1675 1.0623 -3.4465
C 3.0530 0.8347 -3.5950
C 0.8123 2.6780 -4.4742
H 1.0031 -0.1581 -5.5931
H -0.6329 0.0306 -4.7439
H 0.5294 -1.3120 -4.3033
H 3.4032 0.9514 -4.6082
H 3.2662 -0.1919 -3.2948
H 3.6113 1.5533 -2.9995
H 1.1988 2.5134 -5.4629
H 1.2748 3.5598 -3.9952
H -0.2522 2.8844 -4.5589
F -2.2779 0.8938 8.2910
C -2.0030 0.6368 7.0260
C -1.5602 1.7050 6.2184
F -1.4113 2.8919 6.7745
C -1.2316 1.4229 4.9046
F -0.7333 2.4398 4.1641
C -1.4289 0.1442 4.3742
S -1.0237 -0.2229 2.7979
C -1.8244 -0.8866 5.2403
F -1.9559 -2.1221 4.7888
C -2.1522 -0.6629 6.5386
F -2.6833 -1.6042 7.3270
C -0.8771 4.3099 -1.6379
P -0.6090 3.2395 -0.1855
C 0.6978 4.0909 0.7831
C -2.1854 3.3067 0.7148
H -1.1426 5.3299 -1.3314
H -1.7059 3.9142 -2.2411
H 0.0100 4.2461 -2.2595
H 0.4810 5.1142 1.1494
H 1.5012 4.1292 0.0454
H 1.0265 3.4609 1.6292
H -2.4826 4.3360 0.9298
H -2.0898 2.6703 1.5825
H -3.0115 2.9193 0.1081
N 1.9137 1.4627 -0.2948
C 2.9734 1.3232 0.2206
C 4.2536 1.3428 0.6177
C 5.3034 1.0778 -0.2992
N 6.1036 0.9046 -1.1128
C 4.5208 1.6033 2.0177
N 4.8145 1.8320 3.1137
```

And the Löwdin charges, in e, turn out to be:
1. Ru 0.873
2. N 0.109
3. C -0.304
4. C -0.018
5. C -0.078
6. C -0.336
7. C -0.034
8. C 0.001
9. S 0.583
10. O -0.302
11. O -0.310
12. N -0.199
13. C -0.506
14. N 0.175
15. C -0.083
16. C -0.033
17. C -0.117
18. N -0.043
19. H 0.114
20. H 0.089
21. H 0.122
22. H 0.087
23. H 0.111
24. H 0.111
25. H 0.123
26. H 0.101
27. H 0.115
28. C -0.244
29. As 1.052
30. C -0.285
31. C -0.290
32. H 0.047
33. H 0.019
34. H 0.023
35. H 0.038
36. H 0.041
37. H 0.024
38. H 0.028
39. H 0.034
40. H 0.025
41. F 0.168
42. C -0.097
43. C -0.134
44. F 0.154
45. C -0.216
46. F 0.073
47. C -0.599
48. S 0.843
49. C -0.254
50. F 0.112
51. C -0.127
52. F 0.144
53. C -0.256
54. P 0.725
55. C -0.250
56. C -0.241
57. H 0.065
58. H 0.042
59. H 0.010
60. H 0.069
61. H 0.030
62. H 0.048
63. H 0.062
64. H 0.012
65. H 0.048
66. N -0.021
67. C -0.131
68. C -0.195
69. C -0.170
70. N 0.199
71. C -0.161
72. N 0.186